No. 1
The following is a quantum chemistry calculation of C44H36BrN4SSbSe4TeTi as an isolated structure in a non-equilibrium geometry, from the OMol25 dataset.

Charge   -2
Lowest unoccupied orbital energy (alpha / beta)   3.558 / 3.557 eV
DFT total energy   -15852.69301 Eh
Spin multiplicity   1
Orbital gap (alpha / beta)   4.254 / 4.254 eV
Relative energy (zero: lowest compared OMol25 entry of this formula, charge and spin)   256.4 kcal/mol

Each line ends with the Löwdin charge.
Element x y z (Å)
Ti 0.322 0.347 0.581  -0.100
C 2.843 0.042 3.344  -0.055
C 2.150 1.274 2.866  -0.312
C 2.619 2.553 3.056  -0.055
C 1.836 3.648 2.641  -0.072
C 0.578 3.436 2.137  -0.055
C 0.137 2.123 1.920  -0.317
N 0.972 1.074 2.222  -0.039
C -1.203 1.744 1.571  -0.325
C -2.287 2.615 1.789  -0.041
C -3.567 2.107 1.709  -0.079
C -3.768 0.763 1.437  -0.043
C -2.665 -0.078 1.233  -0.201
N -1.412 0.411 1.344  -0.020
C -2.801 -1.478 0.860  -0.212
C -4.053 -2.038 0.591  -0.028
C -4.121 -3.354 0.198  -0.069
C -2.950 -4.086 0.099  -0.028
C -1.727 -3.478 0.387  -0.304
C -0.468 -4.260 0.243  -0.078
N -1.664 -2.191 0.738  0.141
H 3.405 0.224 4.256  0.087
H 2.095 -0.760 3.480  0.056
H 3.546 -0.315 2.577  0.007
H 3.572 2.708 3.530  0.102
H 2.198 4.659 2.771  0.097
H -0.083 4.269 1.925  0.093
H -2.113 3.650 2.049  0.107
H -4.413 2.763 1.865  0.104
H -4.774 0.383 1.382  0.097
H -4.949 -1.446 0.674  0.094
H -5.085 -3.792 -0.030  0.099
H -2.969 -5.116 -0.217  0.101
H -0.656 -5.284 -0.065  0.076
H 0.159 -3.787 -0.526  0.040
H 0.111 -4.267 1.182  0.048
Br 0.183 -0.736 -1.304  0.645
C -0.723 -0.906 -2.987  -0.481
C -0.148 -1.486 -4.074  -0.087
C -0.978 -1.769 -5.173  -0.093
C -2.322 -1.510 -5.122  -0.049
C -2.915 -0.890 -3.996  -0.182
C -4.267 -0.513 -3.872  -0.052
C -4.684 0.200 -2.777  -0.090
C -3.798 0.589 -1.767  -0.148
C -2.486 0.167 -1.753  -0.296
C -2.079 -0.584 -2.899  -0.282
H 0.911 -1.721 -4.095  0.113
H -0.532 -2.226 -6.047  0.095
H -2.958 -1.765 -5.962  0.099
H -4.965 -0.755 -4.665  0.097
H -5.716 0.523 -2.697  0.096
H -4.166 1.258 -0.989  0.095
S 2.231 1.442 -0.667  0.651
C 3.891 1.703 -0.217  -0.595
N 4.632 0.644 0.233  0.089
C 5.927 0.759 0.612  -0.078
C 6.555 1.963 0.482  -0.070
C 5.852 3.070 -0.032  -0.048
C 4.509 2.935 -0.351  -0.086
H 4.175 -0.273 0.297  0.048
H 6.373 -0.162 0.990  0.036
H 7.589 2.056 0.767  0.095
H 6.343 4.018 -0.187  0.101
H 3.941 3.778 -0.720  0.110
Se 5.243 -2.636 1.591  -0.203
Sb 2.858 -2.990 1.218  -0.355
Se 1.497 -1.347 0.390  0.149
Se 3.226 -5.001 -0.028  -0.272
Se 2.649 -3.961 3.436  -0.294
Te -0.747 1.687 -1.492  1.521
C 0.261 3.650 -1.910  -0.418
C 0.357 3.816 -3.286  -0.181
C 0.416 5.063 -3.868  -0.110
C 0.366 6.191 -3.068  -0.124
C 0.285 6.054 -1.694  -0.112
C 0.230 4.795 -1.129  -0.146
C -2.234 2.973 -2.022  -0.481
C -2.777 3.896 -1.171  -0.123
C -3.853 4.665 -1.570  -0.086
C -4.357 4.525 -2.851  -0.108
C -3.754 3.645 -3.735  -0.083
C -2.696 2.870 -3.305  -0.139
H 0.380 2.934 -3.935  0.094
H 0.478 5.152 -4.948  0.092
H 0.385 7.177 -3.516  0.084
H 0.244 6.930 -1.054  0.090
H 0.164 4.710 -0.048  0.069
H -2.369 4.029 -0.175  0.083
H -4.307 5.357 -0.866  0.096
H -5.224 5.098 -3.162  0.089
H -4.126 3.537 -4.748  0.100
H -2.239 2.159 -3.991  0.117

=====

No. 2
The following is a quantum chemistry calculation of a 2-piece molecular cluster, C3H5BrN2O6 overall in a non-equilibrium geometry, from the OMol25 dataset.

Lowest unoccupied orbital energy   0.105 eV
SMILES string   C/C(=C\Br)O[N+](=O)[O-].O=[N+]([O-])O
DFT total energy   -3251.92213 Eh
Spin multiplicity   1
Orbital gap   9.516 eV
Relative energy (zero: lowest compared OMol25 entry of this formula, charge and spin)   17.5 kcal/mol

Each line ends with the Löwdin charge.
Element x y z (Å)
C -1.695 -1.691 0.257  -0.052
C -0.650 -0.814 0.795  -0.402
C 0.669 -0.809 0.567  -0.555
Br 1.580 -2.315 -0.094  0.733
O -1.351 0.201 1.452  0.025
N -2.178 1.158 0.825  -0.438
O -2.450 1.950 1.632  0.172
O -2.462 1.011 -0.281  0.170
H -1.940 -2.495 0.912  0.083
H -2.531 -1.047 0.094  0.051
H -1.567 -2.081 -0.827  0.126
H 1.247 -0.278 1.345  0.086
O 3.062 1.958 0.078  0.136
N 2.544 1.477 -0.877  -0.496
O 1.492 0.931 -0.997  0.058
O 3.304 1.643 -1.976  0.064
H 2.926 1.200 -2.908  0.241

=====

No. 3
The following is a quantum chemistry calculation of one molecule with the formula C6H12, from the OMol25 dataset.

Lowest unoccupied orbital energy   1.246 eV
SMILES string   CC[C@H]1C[C@H]1C
DFT total energy   -235.77264 Eh
Spin multiplicity   1
Orbital gap   11.091 eV
Relative energy (zero: lowest compared OMol25 entry of this formula, charge and spin)   28.6 kcal/mol

Each line ends with the Löwdin charge.
Element x y z (Å)
C 1.627 1.017 -0.545  -0.101
C 1.412 -0.350 0.128  -0.218
C 0.137 -0.962 -0.416  -0.293
C -0.989 -1.555 0.374  -0.091
C -1.182 -0.235 -0.333  -0.311
C -1.383 0.982 0.559  -0.083
H 2.384 0.990 -1.332  0.068
H 0.690 1.318 -1.016  0.060
H 1.897 1.802 0.164  0.071
H 1.372 -0.250 1.219  0.103
H 2.246 -1.034 -0.073  0.104
H 0.287 -1.456 -1.375  0.136
H -0.974 -1.477 1.459  0.106
H -1.423 -2.486 0.023  0.096
H -1.756 -0.195 -1.256  0.129
H -2.320 0.862 1.110  0.075
H -1.446 1.932 0.013  0.075
H -0.579 1.096 1.297  0.076

=====

No. 4
The following is a quantum chemistry calculation of C24H33CoF6N7O8PS2 as an isolated structure in a non-equilibrium geometry, from the OMol25 dataset.

Lowest unoccupied orbital energy (alpha / beta)   -1.095 / -2.924 eV
DFT total energy   -5039.26654 Eh
Spin multiplicity   5
Orbital gap (alpha / beta)   5.783 / 5.632 eV
Relative energy (zero: lowest compared OMol25 entry of this formula, charge and spin)   33.5 kcal/mol

Each line ends with the Mulliken spin population.
Element x y z (Å)
Co -0.719 0.169 0.370  2.729
C -3.013 3.429 2.006  0.022
C -2.216 2.603 1.057  0.180
N -1.156 1.857 1.449  0.092
N -0.725 1.958 2.669  0.422
C 0.079 0.914 2.998  0.003
O 0.321 -0.002 2.180  0.147
C 0.601 0.863 4.369  -0.010
C 1.295 -0.268 4.797  0.008
C 1.760 -0.347 6.097  -0.002
C 1.542 0.703 6.980  0.013
C 0.857 1.835 6.558  -0.008
C 0.385 1.917 5.261  0.024
C -2.547 2.444 -0.313  0.089
C -3.545 3.192 -0.959  0.105
C -3.752 3.012 -2.305  -0.027
C -2.977 2.079 -2.990  0.115
C -2.044 1.337 -2.281  -0.023
N -1.829 1.502 -0.985  0.124
H -2.576 3.375 2.997  0.005
H -4.038 3.054 2.051  0.007
H -3.039 4.471 1.681  0.011
H 1.455 -1.073 4.091  0.000
H 2.293 -1.231 6.422  0.000
H 1.912 0.637 7.995  0.001
H 0.681 2.648 7.249  0.000
H -0.152 2.788 4.913  0.002
H -4.130 3.905 -0.395  0.010
H -4.506 3.583 -2.829  0.001
H -3.111 1.911 -4.048  0.002
H -1.455 0.576 -2.774  0.004
C -2.966 -2.705 2.051  0.001
O -1.970 -1.819 1.491  -0.022
C -2.325 -0.569 1.178  -0.120
O -3.399 -0.067 1.405  -0.032
H -3.354 -3.337 1.254  0.001
H -3.774 -2.123 2.489  0.003
H -2.460 -3.304 2.804  0.000
F 0.035 -3.712 -0.371  0.000
C -0.752 -3.891 -1.449  0.003
F 0.037 -4.231 -2.468  0.000
F -1.590 -4.870 -1.165  0.001
S -1.618 -2.245 -1.787  0.001
O -0.703 -1.352 -1.086  0.040
O -2.941 -2.356 -1.259  -0.004
N -1.507 -1.917 -3.321  0.003
S -2.395 -2.784 -4.344  0.000
O -2.651 -4.104 -3.851  0.000
O -1.912 -2.603 -5.672  0.000
C -4.076 -1.929 -4.345  0.002
F -4.030 -0.783 -3.654  -0.001
F -5.006 -2.713 -3.818  0.000
F -4.430 -1.636 -5.599  0.000
C 4.747 1.331 -1.779  0.000
N 3.417 1.519 -1.234  0.003
C 3.180 2.803 -0.596  0.002
P 2.412 0.221 -0.984  0.000
O 1.102 0.774 -0.532  0.064
N 3.179 -0.836 0.078  0.000
C 2.426 -2.070 0.348  -0.001
C 3.626 -0.188 1.314  0.003
N 2.325 -0.657 -2.375  0.000
C 1.486 -0.144 -3.449  0.001
C 3.274 -1.678 -2.785  0.000
H 5.517 1.524 -1.024  0.000
H 4.913 2.012 -2.619  0.000
H 4.864 0.309 -2.133  0.000
H 3.915 3.002 0.193  0.000
H 2.182 2.811 -0.165  -0.001
H 3.247 3.607 -1.335  0.000
H 2.187 -2.582 -0.581  0.001
H 1.487 -1.882 0.876  0.006
H 3.048 -2.727 0.959  0.000
H 4.110 0.762 1.084  0.000
H 4.354 -0.833 1.809  0.000
H 2.799 0.001 2.004  -0.001
H 0.861 0.661 -3.068  0.000
H 0.828 -0.925 -3.829  0.000
H 2.099 0.235 -4.273  0.000
H 3.909 -1.959 -1.949  0.000
H 3.904 -1.319 -3.608  0.000
H 2.738 -2.563 -3.140  0.000

=====

No. 5
The following is a quantum chemistry calculation of one molecule with the formula C3H7N3O in a non-equilibrium geometry, from the OMol25 dataset.

Lowest unoccupied orbital energy   0.753 eV
SMILES string   [H]/N=C1\NCCN1O
DFT total energy   -357.90311 Eh
Spin multiplicity   1
Orbital gap   9.717 eV
Relative energy (zero: lowest compared OMol25 entry of this formula, charge and spin)   92.1 kcal/mol

Each line ends with the Löwdin charge.
Element x y z (Å)
H -1.669 2.309 0.009  0.104
N -1.744 1.214 0.091  0.079
C -0.583 0.708 -0.210  -0.533
N 0.702 1.077 -0.143  0.037
C 1.605 -0.193 -0.154  -0.041
C 0.377 -1.220 0.233  -0.140
N -0.643 -0.666 -0.522  -0.179
O -1.895 -1.163 -0.184  -0.038
H 0.959 2.194 -0.073  0.218
H 2.209 -0.186 0.695  0.068
H 2.264 -0.228 -1.004  0.099
H 0.029 -1.295 1.271  0.132
H 0.677 -2.213 -0.238  0.136
H -2.286 -0.337 0.230  0.056

=====

No. 6
The following is a quantum chemistry calculation of a 2-piece molecular cluster, C3H9NO2 overall in a non-equilibrium geometry, from the OMol25 dataset.

Lowest unoccupied orbital energy   0.845 eV
DFT total energy   -324.77209 Eh
Spin multiplicity   1
Orbital gap   8.349 eV
Relative energy (zero: lowest compared OMol25 entry of this formula, charge and spin)   125.8 kcal/mol

Each line ends with the Löwdin charge.
Element x y z (Å)
C 1.678 -0.876 -1.033  -0.046
C -1.485 -1.500 -1.074  -0.124
C 1.328 0.424 -0.276  -0.241
N -0.757 0.412 -0.056  -0.009
O 1.681 0.541 1.025  -0.048
O -1.175 -0.878 0.157  -0.275
H 0.914 -1.058 -1.829  0.074
H 2.607 -0.908 -1.534  0.058
H 1.589 -1.718 -0.390  0.066
H -0.705 -2.150 -1.343  0.038
H -1.550 -0.600 -1.823  0.122
H -2.435 -1.963 -1.103  0.061
H 1.415 1.467 -0.669  0.136
H -0.644 0.737 0.889  0.048
H 1.660 -0.384 1.430  0.140

=====

> Which formula does entry 2 have?

C3H5BrN2O6